{
  "formula": "C2H8N2O2",
  "method": "the ωB97M-V functional and the def2-TZVPD basis",
  "homo_energy_ev": -9.1,
  "de_lowest_kj_mol": 524.7,
  "largest_force_ev_per_a": 4.78,
  "homo_lumo_gap_ev": 8.74,
  "spin_multiplicity": 1,
  "smiles": "C=[NH+][O-].C=O.N",
  "total_charge": 0,
  "symbols": ["C", "N", "O", "H", "H", "H", "C", "O", "H", "H", "N", "H", "H", "H"],
  "coordinates": [[-1.7580, -0.4360, -1.3794], [-0.8672, -0.8700, -0.5519], [-0.7749, -2.0681, -0.1696], [-2.4671, -1.1062, -1.8383], [-1.7520, 0.6148, -1.6194], [-0.1061, -0.0564, -0.0924], [0.4913, 1.7606, 0.0139], [1.4149, 1.6242, 0.8273], [0.7328, 1.9673, -1.0421], [-0.4279, 2.2780, 0.3325], [1.2572, -0.7573, 1.2402], [1.1896, -0.4945, 2.2132], [2.2325, -0.7663, 0.9697], [0.8350, -1.6900, 1.0962]],
  "forces_ev_per_angstrom": [[0.3, 0.5, 0.0], [0.8, 1.6, 0.6], [0.4, 0.6, 0.1], [0.1, -0.2, 0.2], [0.1, 0.1, 0.0], [-1.8, -3.2, -0.9], [2.9, 3.4, 1.7], [-2.1, 0.3, -1.8], [-0.1, -1.1, -0.3], [-0.6, -1.0, 0.2], [-0.4, -1.4, -0.1], [0.0, 0.0, 0.0], [-0.1, 0.0, 0.1], [0.5, 0.5, 0.2]]
}